DFT (wB97M-V/def2-TZVPD) results for a structure of composition C45H34BrN2O2RuSi.

Geometry as XYZ:
```
86
Properties=species:S:1:pos:R:3:forces:R:3:mulliken_spin:R:1
Ru 0.699491 -1.289543 0.132320 0.0419 0.1578 0.0403 3.693
C 2.965893 -3.330451 1.778594 0.0303 0.0274 -0.0329 0.004
O 1.681894 -2.699953 1.862514 -0.0056 -0.0608 0.0040 0.074
C 1.066808 -2.637798 3.080359 0.0473 -0.0136 0.0025 -0.016
C 1.652451 -3.077153 4.257915 -0.0007 0.0058 0.0023 -0.002
C 0.947500 -2.973185 5.449126 -0.0041 0.0010 -0.0079 0.003
C -0.330986 -2.434336 5.475774 0.0023 -0.0005 -0.0068 0.001
C -0.914553 -1.998802 4.299938 -0.0060 0.0119 0.0319 -0.003
C -0.224884 -2.104325 3.098562 0.0080 -0.0117 0.0469 0.006
N -0.760277 -1.647796 1.859192 0.0089 0.0091 0.0190 0.077
N -1.991254 -1.471344 1.867989 -0.0599 -0.0006 0.0243 -0.001
C -2.614264 -0.936375 0.732462 -0.0393 -0.0164 -0.0252 0.038
C -2.075866 0.050978 -0.069963 -0.0076 0.0393 -0.0353 -0.055
O -0.797828 0.484936 0.163041 0.0035 -0.0568 -0.0796 0.058
C -2.823364 0.618780 -1.119143 -0.0009 -0.0081 0.0113 0.000
C -4.094213 0.189754 -1.357022 -0.0010 0.0146 -0.0166 -0.003
C -4.695152 -0.813782 -0.559952 -0.0032 -0.0113 0.0126 0.004
C -6.015781 -1.258795 -0.805445 0.0099 0.0106 -0.0165 -0.003
C -6.581028 -2.219596 -0.019509 -0.0063 -0.0192 0.0139 0.003
C -5.846273 -2.778362 1.046476 -0.0037 0.0106 -0.0103 -0.002
C -4.565546 -2.375689 1.303593 0.0001 0.0215 -0.0172 0.006
C -3.959321 -1.376609 0.505614 -0.0041 -0.0265 0.0329 0.003
H 2.899415 -4.360863 2.126305 0.0017 -0.0030 -0.0061 0.001
H 3.700918 -2.775763 2.363276 -0.0092 -0.0003 0.0051 -0.001
H 3.235708 -3.299824 0.727673 0.0012 -0.0153 0.0026 -0.004
H 2.645727 -3.499665 4.253867 -0.0010 -0.0038 0.0196 0.000
H 1.409144 -3.315073 6.365637 0.0056 -0.0026 -0.0021 0.000
H -0.867506 -2.348481 6.410028 -0.0010 0.0016 -0.0002 0.000
H -1.903519 -1.562681 4.295516 0.0013 -0.0014 -0.0081 0.000
H -2.365691 1.377897 -1.739231 0.0021 0.0026 -0.0003 -0.001
H -4.662565 0.620137 -2.172385 -0.0046 -0.0027 0.0027 0.000
H -6.567893 -0.821840 -1.628191 0.0017 0.0019 -0.0015 0.000
H -7.590955 -2.556264 -0.209912 -0.0017 0.0018 0.0004 0.000
H -6.302968 -3.537380 1.667666 -0.0015 -0.0037 -0.0018 0.000
H -4.008774 -2.815414 2.118220 0.0068 0.0030 0.0060 0.001
Br -0.545930 -2.712876 -1.863413 0.0317 0.0011 -0.0373 0.114
C 0.911269 -2.359738 -3.068094 -0.0099 -0.0058 0.0154 -0.065
C 0.708736 -2.691731 -4.373534 0.0110 -0.0065 0.0099 0.003
C 1.745263 -2.472047 -5.303885 -0.0087 -0.0093 -0.0093 -0.014
C 2.930297 -1.943599 -4.885152 0.0062 0.0114 0.0128 0.019
C 3.137887 -1.597861 -3.527467 -0.0233 0.0018 0.0111 0.001
C 4.372125 -1.042373 -3.108319 0.0167 -0.0061 -0.0398 0.062
C 4.571883 -0.693138 -1.806739 -0.0060 0.0026 0.0532 -0.025
C 3.533423 -0.868047 -0.866547 0.0008 0.0055 -0.0059 -0.251
C 2.303169 -1.391880 -1.201549 -0.0801 -0.0773 -0.0597 0.362
C 2.109449 -1.792144 -2.565677 0.0335 0.0160 -0.0045 -0.172
H -0.229344 -3.124793 -4.691850 -0.0027 0.0026 -0.0048 -0.001
H 1.590376 -2.734286 -6.341460 0.0004 -0.0005 -0.0012 -0.001
H 3.736526 -1.777303 -5.589014 -0.0017 -0.0044 -0.0036 0.000
H 5.151928 -0.902815 -3.847171 0.0055 0.0006 0.0054 0.003
H 5.518731 -0.272809 -1.491779 0.0025 0.0064 -0.0073 -0.002
H 3.716069 -0.551614 0.156272 0.0053 -0.0079 -0.0055 -0.008
C -3.026090 5.143774 1.764311 0.0008 -0.0012 0.0036 0.001
C -2.123349 4.480226 2.583703 -0.0016 0.0114 -0.0018 0.000
C -1.231368 3.572504 2.034479 0.0190 -0.0110 0.0130 0.002
C -1.232556 3.308873 0.661385 -0.0098 0.0161 0.0006 0.003
C -2.144989 3.991911 -0.148774 0.0102 -0.0037 -0.0059 0.001
C -3.035205 4.903342 0.397416 -0.0056 -0.0027 0.0044 0.000
Si -0.089933 2.043627 -0.044747 -0.0226 -0.0542 0.0120 -0.036
C 1.460468 1.739488 0.943435 0.0206 0.0361 -0.0028 0.106
C 1.437657 0.979975 2.121755 0.0112 0.0160 -0.0062 -0.065
C 2.602939 0.734062 2.837742 0.0025 -0.0040 0.0031 0.017
C 3.807233 1.267139 2.398881 -0.0099 0.0006 0.0108 0.000
C 3.844875 2.038764 1.244677 -0.0128 0.0067 -0.0125 0.015
C 2.684665 2.261329 0.517658 0.0171 -0.0126 0.0137 0.012
C 0.281104 2.288132 -1.841508 0.0234 0.0687 0.0253 0.006
C 0.642274 3.554886 -2.313589 -0.0175 -0.0153 -0.0212 -0.002
C 1.053274 3.730357 -3.626977 0.0003 -0.0119 -0.0009 0.000
C 1.112418 2.640956 -4.486363 -0.0007 0.0059 -0.0012 0.001
C 0.750100 1.378464 -4.037620 0.0121 -0.0043 -0.0131 0.011
C 0.335959 1.209344 -2.725847 -0.0203 -0.0248 0.0216 0.092
H -3.719902 5.855937 2.191491 0.0001 0.0014 0.0005 0.000
H -2.110118 4.677731 3.647394 0.0014 -0.0015 0.0021 0.000
H -0.517053 3.074707 2.681461 -0.0072 -0.0020 0.0017 -0.002
H -2.154208 3.819257 -1.219426 -0.0001 0.0018 -0.0014 0.000
H -3.733548 5.427768 -0.241350 0.0000 0.0017 0.0000 0.000
H 0.497401 0.600112 2.505091 -0.0170 -0.0105 0.0086 -0.003
H 2.563418 0.144842 3.746207 -0.0024 0.0005 0.0004 0.000
H 4.714938 1.089562 2.961166 0.0032 0.0006 0.0000 0.000
H 4.782738 2.457529 0.903586 0.0029 0.0007 0.0025 0.001
H 2.736884 2.837157 -0.399456 -0.0010 -0.0035 -0.0040 -0.002
H 0.598517 4.414748 -1.652962 0.0030 0.0015 0.0017 0.000
H 1.327206 4.715373 -3.981199 0.0019 0.0020 0.0032 0.000
H 1.436745 2.778421 -5.509688 0.0011 0.0018 -0.0010 0.000
H 0.794573 0.525216 -4.703904 -0.0043 0.0047 0.0043 0.000
H 0.046582 0.218202 -2.393954 0.0101 -0.0074 -0.0001 -0.066
```
Forces are in eV/Å.

## Properties
Highest occupied orbital energy (alpha / beta) = -9.9 / -10.6 eV
Energy above the lowest of the compared OMol25 structures with the same formula, charge and spin = 0.0 kcal per mole
Multiplicity = 5
LUMO (alpha / beta) = -3.5 / -3.6 eV
Expectation value of S² = 6.0206
Total charge = +1